Density functional theory data (ωB97M-V/def2-TZVPD) for C10H18Si in the gas phase at a distorted geometry.

CARTESIAN COORDINATES (ANGSTROEM)
C  -1.195  0.076  -1.677
C  -0.021  -0.557  -1.542
C  -1.864  0.186  -0.402
C  -1.158  -0.398  0.598
C  0.333  -0.811  -0.160
C  -3.269  0.769  -0.411
C  -1.352  -0.544  2.039
C  0.680  -2.296  -0.056
C  1.005  2.251  0.086
C  3.417  0.090  -0.453
Si  1.670  0.457  0.389
H  -1.823  0.482  -2.418
H  0.444  -0.762  -2.454
H  -3.868  0.176  0.198
H  -3.729  0.888  -1.386
H  -3.462  1.678  0.095
H  -2.332  -0.687  2.338
H  -1.206  0.401  2.695
H  -0.753  -1.454  2.547
H  0.970  -2.665  0.837
H  1.392  -2.624  -0.708
H  -0.076  -3.028  -0.214
H  1.021  2.547  -0.921
H  0.024  2.308  0.273
H  1.653  2.965  0.557
H  3.508  0.336  -1.435
H  4.157  0.756  0.145
H  3.662  -0.993  -0.431
H  2.173  0.452  1.872

Values from the calculation:
SMILES = CC1=C(C)[C@](C)([SiH](C)C)C=C1
molar mass = 166.340 g mol⁻¹
energy relative to the best compared isomer or geometry (same formula, charge and spin) = 288.2 kJ/mol

***

Density functional theory data (ωB97M-V/def2-TZVPD) for 7 unconnected molecules or ions with the total composition C20H54O19S7 at a distorted geometry.

CARTESIAN COORDINATES (ANGSTROEM)
O  3.712  0.680  -2.698
S  5.011  0.404  -3.260
O  5.723  -0.772  -2.891
O  4.870  0.499  -4.884
C  5.875  -0.158  -5.654
C  5.176  -1.127  -6.621
C  5.996  1.880  -3.047
H  6.557  -0.753  -5.049
H  6.411  0.591  -6.237
H  5.746  -1.722  -7.327
H  4.474  -0.549  -7.229
H  4.553  -1.720  -5.946
H  7.003  1.761  -3.452
H  6.208  1.985  -1.981
H  5.459  2.692  -3.523
O  0.062  -1.132  -1.419
S  0.509  -2.384  -1.954
O  -0.017  -3.611  -1.412
O  0.301  -2.444  -3.550
C  0.638  -3.702  -4.178
C  1.035  -3.353  -5.605
C  2.305  -2.214  -1.877
H  -0.248  -4.331  -4.184
H  1.515  -4.130  -3.694
H  1.302  -4.256  -6.158
H  1.996  -2.826  -5.646
H  0.314  -2.686  -6.072
H  2.483  -1.740  -0.915
H  2.471  -1.477  -2.657
H  2.830  -3.161  -1.937
O  -4.442  -0.756  7.590
S  -4.310  0.645  7.304
O  -3.928  1.560  8.344
O  -3.245  0.731  6.092
C  -2.833  2.022  5.690
C  -1.498  1.924  4.941
C  -5.875  1.157  6.499
H  -2.656  2.733  6.497
H  -3.560  2.462  5.002
H  -1.519  1.118  4.205
H  -0.717  1.636  5.650
H  -1.143  2.842  4.478
H  -5.828  1.941  5.742
H  -6.525  1.494  7.300
H  -6.179  0.275  5.941
O  5.778  1.067  0.112
S  5.292  0.524  1.371
O  5.878  -0.692  1.885
O  5.305  1.739  2.491
C  5.441  3.047  1.947
C  4.974  4.115  2.936
C  3.529  0.333  1.233
H  4.784  3.152  1.081
H  6.474  3.332  1.744
H  4.873  5.083  2.446
H  5.692  4.153  3.754
H  3.941  3.938  3.248
H  3.077  1.318  1.398
H  3.231  -0.482  1.881
H  3.232  0.276  0.181
O  -4.100  3.774  -0.278
S  -3.867  2.350  -0.379
O  -2.761  1.941  -1.190
O  -3.700  1.722  1.117
C  -4.661  2.149  2.123
C  -5.508  0.900  2.430
C  -5.395  1.591  -0.986
H  -5.267  3.037  1.959
H  -3.950  2.297  2.934
H  -4.832  0.052  2.320
H  -6.354  0.583  1.812
H  -5.960  0.845  3.423
H  -5.086  0.607  -1.335
H  -5.780  2.214  -1.784
H  -6.029  1.488  -0.112
O  -5.298  -4.854  -2.141
S  -3.961  -4.711  -1.623
O  -2.825  -4.469  -2.468
O  -4.074  -3.514  -0.514
C  -2.843  -2.974  0.053
C  -3.102  -1.509  0.305
C  -3.584  -6.090  -0.528
H  -2.004  -3.392  -0.503
H  -2.815  -3.438  1.050
H  -2.552  -1.068  1.141
H  -4.144  -1.399  0.603
H  -2.863  -0.836  -0.522
H  -4.548  -6.479  -0.211
H  -3.056  -5.739  0.355
H  -2.984  -6.781  -1.113
C  0.018  1.265  0.619
S  0.525  2.919  -0.032
O  1.796  3.080  0.783
C  0.979  2.218  -1.650
H  -0.803  0.875  0.024
H  -0.216  1.411  1.672
H  0.943  0.700  0.565
H  1.824  1.582  -1.408
H  1.203  3.017  -2.356
H  0.123  1.705  -2.086

Values from the calculation:
DFT total energy = -5011.12570 hartree
molar mass = 823.102 g mol⁻¹

***

Density functional theory data (ωB97M-V/def2-TZVPD) for a molecular structure, C26H21CrIN3O6S.

CARTESIAN COORDINATES (ANGSTROEM)
Cr  -0.234  0.972  0.558
O  0.198  0.961  4.988
C  0.217  -0.378  5.116
C  0.363  -0.884  6.410
C  0.393  -2.243  6.632
C  0.277  -3.138  5.568
C  0.130  -2.645  4.290
C  0.096  -1.269  4.037
C  -0.086  -0.790  2.655
O  -0.129  0.508  2.454
N  -0.240  -1.657  1.697
N  -0.444  -0.996  0.491
C  -0.602  -1.721  -0.555
C  -0.756  -1.216  -1.897
C  -0.965  -2.152  -2.923
C  -1.096  -1.769  -4.237
C  -1.011  -0.410  -4.550
C  -0.802  0.532  -3.568
C  -0.673  0.161  -2.217
O  -0.472  1.106  -1.328
H  0.110  1.164  4.036
H  0.455  -0.175  7.223
H  0.509  -2.615  7.642
H  0.304  -4.205  5.742
H  0.039  -3.315  3.446
H  -0.597  -2.799  -0.406
H  -1.019  -3.201  -2.655
H  -1.257  -2.506  -5.012
H  -1.107  -0.090  -5.580
H  -0.730  1.586  -3.805
C  3.709  4.293  -4.947
C  3.271  3.796  -3.596
C  2.777  2.506  -3.439
C  2.398  2.031  -2.193
C  2.520  2.863  -1.091
C  3.021  4.152  -1.219
C  3.386  4.611  -2.471
S  2.021  2.315  0.503
O  0.623  2.825  0.730
O  2.980  2.765  1.453
O  1.803  0.840  0.404
H  3.199  3.759  -5.748
H  4.782  4.144  -5.080
H  3.508  5.358  -5.059
H  2.684  1.858  -4.303
H  2.015  1.028  -2.074
H  3.127  4.779  -0.344
H  3.774  5.617  -2.579
I  -3.416  -0.374  2.314
C  -3.316  1.464  1.346
C  -4.461  2.250  1.365
C  -4.455  3.460  0.700
C  -3.309  3.845  0.024
C  -2.215  3.009  0.054
N  -2.200  1.836  0.715
H  -5.336  1.902  1.894
H  -5.337  4.088  0.706
H  -3.254  4.776  -0.520
H  -1.303  3.267  -0.462

Values from the calculation:
DFT total energy = -3359.58343 hartree
expectation value of S² = 3.77
molar mass = 682.436 g mol⁻¹
spin multiplicity = 4

***

Density functional theory data (ωB97M-V/def2-TZVPD) for C11H16N2O in the gas phase at a distorted geometry.

CARTESIAN COORDINATES (ANGSTROEM)
C  -0.979  -4.153  2.026
C  -0.887  -1.900  1.370
C  -0.607  -0.649  1.779
C  -0.261  0.330  0.901
C  -0.327  0.056  -0.449
C  -0.741  -1.237  -0.863
C  -0.983  -2.213  0.028
C  -0.493  2.204  -1.720
C  0.208  3.280  -0.972
C  2.254  1.901  -0.528
C  1.615  0.884  -1.415
H  -0.787  -4.676  2.998
H  -0.114  -4.244  1.383
H  -1.836  -4.644  1.544
H  -0.756  -0.537  2.888
H  0.055  1.376  1.345
H  -0.774  -1.334  -1.948
H  -1.136  -3.198  -0.297
H  -1.445  2.127  -1.200
H  -0.583  2.213  -2.819
H  -0.160  4.229  -1.223
H  -0.081  3.096  0.147
H  2.237  3.541  -1.705
H  3.353  1.846  -0.669
H  2.049  1.806  0.606
H  1.998  -0.136  -1.289
H  1.951  1.006  -2.440
N  0.083  0.969  -1.429
N  1.693  3.158  -0.979
O  -1.149  -2.798  2.325

Values from the calculation:
SMILES = COc1ccc(N2CCNCC2)cc1
molar mass = 192.262 g mol⁻¹
energy relative to the best compared isomer or geometry (same formula, charge and spin) = 233.5 kJ/mol

***

Density functional theory data (ωB97M-V/def2-TZVPD) for 8 unconnected molecules or ions with the total composition C37H72FN7O11 at a distorted geometry.

CARTESIAN COORDINATES (ANGSTROEM)
C  -7.040  1.799  -3.470
C  -6.587  1.891  -2.008
C  -6.068  0.564  -1.487
O  -4.699  0.450  -1.945
C  -3.933  -0.540  -1.420
F  -4.704  -1.602  -1.023
O  -3.258  -0.094  -0.266
C  -1.945  -0.485  -0.221
O  -1.629  -1.614  -0.344
C  -0.922  0.601  -0.046
O  -0.211  0.625  -1.259
C  0.530  1.785  -1.471
C  -0.132  2.918  -1.923
C  0.555  4.105  -2.149
C  -0.121  5.330  -2.677
C  1.927  4.127  -1.892
C  2.587  2.989  -1.431
C  1.908  1.777  -1.216
C  2.718  0.611  -0.694
C  2.787  0.653  0.829
C  2.336  -0.787  -1.201
H  -6.451  1.037  -3.968
H  -6.903  2.730  -4.004
H  -8.079  1.507  -3.491
H  -5.768  2.595  -1.924
H  -7.410  2.198  -1.377
H  -6.129  0.495  -0.410
H  -6.637  -0.240  -1.936
H  -3.238  -0.908  -2.167
H  -1.355  1.568  0.188
H  -0.291  0.278  0.780
H  -1.194  2.894  -2.107
H  -0.168  5.266  -3.759
H  -1.126  5.473  -2.303
H  0.474  6.205  -2.451
H  2.502  5.024  -2.058
H  3.651  3.019  -1.244
H  3.732  0.797  -1.037
H  3.569  0.006  1.188
H  1.842  0.344  1.263
H  2.973  1.671  1.150
H  1.734  -0.744  -2.093
H  1.770  -1.321  -0.445
H  3.221  -1.380  -1.411
C  -5.854  6.485  -2.133
C  -4.672  5.679  -1.645
O  -3.771  5.335  -2.389
N  -4.646  5.349  -0.326
C  -5.621  5.664  0.700
H  -5.725  6.664  -3.196
H  -6.787  5.944  -1.976
H  -5.907  7.444  -1.616
H  -3.834  4.812  -0.063
H  -5.159  6.250  1.498
H  -6.026  4.748  1.134
H  -6.439  6.237  0.280
C  1.750  -1.195  4.535
C  3.209  -0.959  4.219
O  3.598  0.076  3.697
N  4.081  -1.959  4.486
C  3.821  -3.259  5.067
H  1.192  -0.311  4.243
H  1.368  -2.054  3.982
H  1.607  -1.368  5.602
H  5.026  -1.757  4.201
H  4.419  -3.392  5.971
H  4.101  -4.033  4.352
H  2.773  -3.372  5.324
C  -9.108  -4.228  -0.150
C  -7.974  -3.239  -0.315
O  -8.186  -2.052  -0.513
N  -6.711  -3.725  -0.233
C  -6.293  -5.095  -0.007
H  -10.045  -3.689  -0.239
H  -9.067  -4.998  -0.921
H  -9.067  -4.706  0.830
H  -5.994  -3.025  -0.345
H  -5.690  -5.163  0.900
H  -5.690  -5.450  -0.845
H  -7.153  -5.746  0.100
C  -10.788  4.487  -1.132
C  -10.613  3.235  -1.962
O  -9.921  3.217  -2.966
N  -11.251  2.113  -1.539
C  -12.097  1.941  -0.373
H  -10.217  5.284  -1.598
H  -11.837  4.782  -1.090
H  -10.421  4.334  -0.117
H  -11.088  1.312  -2.129
H  -11.676  1.187  0.293
H  -13.096  1.621  -0.671
H  -12.183  2.874  0.173
C  4.572  -5.443  1.559
C  5.825  -4.628  1.792
O  5.821  -3.655  2.537
N  6.940  -5.015  1.134
C  7.100  -6.136  0.226
H  3.766  -5.009  2.143
H  4.291  -5.426  0.507
H  4.719  -6.478  1.871
H  7.744  -4.428  1.298
H  7.863  -6.819  0.602
H  7.411  -5.780  -0.754
H  6.166  -6.680  0.129
C  6.241  0.905  1.359
C  6.871  1.250  0.033
O  6.378  2.042  -0.753
N  8.040  0.610  -0.255
C  8.756  -0.319  0.600
H  5.331  1.477  1.491
H  5.993  -0.157  1.390
H  6.919  1.137  2.181
H  8.424  0.835  -1.158
H  9.758  0.059  0.810
H  8.845  -1.294  0.115
H  8.229  -0.449  1.538
C  11.533  -2.135  1.797
C  11.247  -3.429  1.076
O  10.200  -4.038  1.244
N  12.195  -3.898  0.227
C  13.484  -3.313  -0.093
H  10.678  -1.905  2.424
H  12.416  -2.229  2.431
H  11.683  -1.321  1.089
H  11.940  -4.764  -0.222
H  13.547  -3.095  -1.160
H  14.289  -4.001  0.167
H  13.629  -2.390  0.456

Values from the calculation:
SMILES = CCCO[C@H](F)OC(=O)COc1cc(C)ccc1C(C)C.CNC(C)=O.CNC(C)=O.CNC(C)=O.CNC(C)=O.CNC(C)=O.CNC(C)=O.CNC(C)=O
DFT total energy = -2763.92227 hartree
molar mass = 810.019 g mol⁻¹

***

Density functional theory data (ωB97M-V/def2-TZVPD) for 3 unconnected molecules or ions with the total composition C5H9N3 at a distorted geometry.

CARTESIAN COORDINATES (ANGSTROEM)
C  -0.809  1.560  -1.025
C  -0.075  0.084  1.376
C  0.136  -1.296  1.741
C  0.413  -2.027  0.531
C  0.675  -1.132  -0.537
H  -1.716  0.936  0.042
H  -0.849  2.873  -1.146
H  -1.244  1.060  -2.308
H  0.878  2.032  0.024
H  0.286  0.972  1.990
H  -1.134  0.370  1.413
H  -0.282  -1.890  2.637
H  0.252  -3.012  0.188
H  1.461  -0.535  -2.288
N  0.522  1.369  -0.782
N  0.320  0.111  -0.103
N  1.167  -1.474  -1.751

Values from the calculation:
molar mass = 111.148 g mol⁻¹
energy relative to the best compared isomer or geometry (same formula, charge and spin) = 751.6 kJ/mol

***

Density functional theory data (ωB97M-V/def2-TZVPD) for 2 unconnected molecules or ions with the total composition C27H30N4O4 at a distorted geometry.

CARTESIAN COORDINATES (ANGSTROEM)
C  -1.148  -2.063  3.830
C  -1.720  -2.605  2.565
C  -2.732  -1.924  1.866
N  -3.170  -0.678  2.352
C  -2.324  0.313  2.817
N  -3.172  1.308  3.168
C  -2.826  2.523  3.860
C  -4.507  0.963  2.948
C  -4.509  -0.284  2.456
C  -3.306  -2.441  0.691
C  -4.308  -1.675  -0.107
C  -2.819  -3.657  0.209
C  -1.805  -4.351  0.869
C  -1.279  -5.624  0.286
C  -1.277  -3.828  2.054
H  -0.238  -2.623  4.072
H  -0.891  -0.995  3.719
H  -1.827  -2.167  4.690
H  -1.738  2.645  3.926
H  -3.265  3.395  3.358
H  -3.241  2.480  4.879
H  -5.307  1.611  3.232
H  -5.320  -0.946  2.256
H  -4.364  -2.127  -1.103
H  -5.324  -1.701  0.307
H  -4.016  -0.628  -0.238
H  -3.211  -4.054  -0.729
H  -0.530  -6.065  0.949
H  -2.094  -6.342  0.135
H  -0.819  -5.443  -0.695
H  -0.485  -4.369  2.583
C  2.744  2.907  7.619
O  3.421  1.997  6.714
C  2.843  1.739  5.512
C  3.546  0.914  4.595
C  3.045  0.715  3.328
C  1.835  1.329  2.903
C  1.304  1.178  1.556
C  1.082  2.212  0.691
C  0.705  1.873  -0.686
O  0.612  0.727  -1.112
N  0.503  2.946  -1.574
C  0.066  2.602  -2.907
C  0.507  4.306  -1.227
O  0.168  5.204  -1.988
N  0.948  4.580  0.071
C  1.077  5.993  0.355
C  1.442  3.612  0.973
O  2.157  3.977  1.908
C  1.130  2.095  3.847
C  1.590  2.278  5.133
H  3.382  2.937  8.504
H  2.659  3.911  7.174
H  1.742  2.534  7.884
H  4.499  0.491  4.907
H  3.600  0.126  2.593
H  1.252  0.177  1.124
H  -0.139  3.536  -3.422
H  0.842  2.029  -3.423
H  -0.830  1.981  -2.841
H  1.377  6.112  1.392
H  1.818  6.454  -0.309
H  0.112  6.472  0.165
H  0.204  2.588  3.537
H  1.012  2.892  5.828

Values from the calculation:
molar mass = 474.561 g mol⁻¹
energy relative to the best compared isomer or geometry (same formula, charge and spin) = 330.4 kJ/mol

***

Density functional theory data (ωB97M-V/def2-TZVPD) for C5H9NO in the gas phase.

CARTESIAN COORDINATES (ANGSTROEM)
C  -2.066  -0.386  0.054
C  -1.159  0.621  0.723
N  -0.031  0.207  1.561
C  0.236  0.904  0.306
C  0.976  0.149  -0.762
C  2.269  -0.442  -0.410
O  1.108  -1.253  -0.572
H  -2.831  0.133  -0.534
H  -2.589  -0.984  0.810
H  -1.524  -1.068  -0.607
H  -1.695  1.463  1.162
H  0.152  -0.784  1.391
H  0.602  1.925  0.421
H  0.806  0.445  -1.799
H  3.044  -0.577  -1.163
H  2.619  -0.340  0.618

Values from the calculation:
SMILES = C[C@H]1N[C@H]1[C@H]1CO1
molar mass = 99.133 g mol⁻¹
energy relative to the best compared isomer or geometry (same formula, charge and spin) = 282.4 kJ/mol

***

Number 3 is which compound?
C26H21CrIN3O6S

***

Among the records above, which one has the highest molar mass?
C20H54O19S7

***

Among the records above, which one has the lowest molar mass?
C5H9NO

***

Among the records above, which one has the highest molar mass?
C20H54O19S7